No. 1
{
  "formula": "C4H11NO",
  "method": "ωB97M-V/def2-TZVPD",
  "species": ["C", "C", "C", "N", "C", "H", "H", "H", "H", "H", "H", "H", "H", "H", "O", "H", "H"],
  "xyz": [[-0.0669, -2.1126, -1.0989], [-0.3099, -0.8451, -0.7706], [-1.3471, -0.3665, 0.1816], [-0.7487, 0.5949, 1.1476], [-0.8223, 2.0587, 0.7283], [0.8372, -2.4835, -1.7448], [-0.5484, -2.9921, -0.7261], [0.2945, 0.0237, -1.0120], [-1.9101, -1.1899, 0.6603], [-2.1791, 0.1155, -0.4948], [-1.3479, 0.5597, 2.0422], [-1.6769, 2.7019, 1.1979], [-1.0028, 2.1788, -0.3544], [0.1643, 2.4889, 1.0762], [2.7890, 0.1217, -0.3942], [3.4940, 0.7017, -0.0051], [2.0811, 0.3501, 0.2392]],
  "forces_ev_per_angstrom": [[2.634, -0.303, -1.429], [0.294, -0.492, 0.691], [-2.264, 0.670, -1.033], [-2.384, 0.812, 1.339], [-0.076, 0.337, 0.979], [-1.707, 1.378, 1.034], [-0.905, 0.033, 0.446], [0.411, -0.490, -0.846], [0.635, 0.339, 0.172], [1.229, -0.370, 1.218], [1.422, -0.201, -1.819], [1.351, -1.427, -0.444], [0.569, -0.241, 0.384], [-1.200, -0.034, -0.777], [0.580, 1.426, 1.416], [-0.508, -0.885, -0.864], [-0.081, -0.552, -0.469]],
  "mulliken_charge": [-0.86, -0.09, -0.37, -0.45, -0.79, 0.20, 0.26, 0.40, 0.38, 0.21, 0.28, 0.28, 0.30, 0.25, -0.64, 0.31, 0.32],
  "de_lowest_kcal_mol": 60.1,
  "lumo_energy_ha": 0.0329,
  "charge": 0,
  "e_homo_ha": -0.342
}

No. 2
{
  "formula": "C4H11NO",
  "method": "ωB97M-V/def2-TZVPD",
  "species": ["C", "C", "O", "C", "N", "C", "H", "H", "H", "H", "H", "H", "H", "H", "H", "H", "H"],
  "xyz": [[0.0403, 0.0635, 2.1626], [0.5451, 0.8740, 0.9574], [1.4537, 0.0562, 0.1904], [1.1499, -0.2913, -1.1290], [-0.1464, -0.7315, -1.5487], [-1.4569, -0.2933, -1.1358], [0.8787, -0.1852, 2.8194], [-0.5525, 0.7191, 2.8146], [-0.4469, -0.8147, 1.7313], [1.3026, 1.5488, 1.3564], [-0.3341, 1.2545, 0.4442], [1.3856, 0.6431, -1.7086], [1.8643, -1.0244, -1.5204], [-0.1393, -1.0830, -2.4900], [-1.7144, 0.7189, -1.4827], [-2.2696, -0.9799, -1.4045], [-1.5602, -0.4747, -0.0566]],
  "forces_ev_per_angstrom": [[0.601, 0.632, -0.280], [1.424, -0.995, 1.239], [-1.104, -1.533, 0.019], [0.487, 2.559, -1.768], [-1.114, -1.822, 0.320], [0.004, -0.293, 0.844], [0.031, -0.500, -0.411], [-0.557, -0.375, -0.445], [-0.238, -0.012, 0.779], [-0.892, 1.141, -0.131], [0.581, 0.496, -0.445], [0.022, -0.186, 0.107], [-0.012, -0.059, 0.662], [0.257, -0.032, 0.015], [-0.157, -0.013, 0.480], [0.474, -0.011, -0.968], [0.192, 1.001, -0.017]],
  "mulliken_charge": [-1.01, -0.41, -0.32, -0.40, -0.22, -0.79, 0.31, 0.31, 0.27, 0.36, 0.36, 0.33, 0.25, 0.18, 0.29, 0.33, 0.16],
  "de_lowest_kcal_mol": 58.6,
  "lumo_energy_ha": 0.0386,
  "charge": 0,
  "e_homo_ha": -0.301
}

No. 3
{
  "formula": "C4H11NO",
  "method": "ωB97M-V/def2-TZVPD",
  "species": ["C", "C", "N", "O", "H", "H", "H", "H", "H", "C", "C", "H", "H", "H", "H", "H", "H"],
  "xyz": [[-1.3150, -0.8749, 1.4041], [-0.6826, -1.7316, 0.3609], [0.5729, -2.1399, 0.5418], [-1.2370, -2.1016, -0.6988], [-0.7239, -0.7080, 2.2488], [-2.0769, -1.6591, 1.7967], [-1.9574, -0.0347, 0.9643], [1.1412, -2.5919, -0.2484], [1.1531, -1.8508, 1.2498], [0.3763, 2.3847, -0.6029], [0.9424, 1.1509, -1.3385], [0.4449, 2.2419, 0.4886], [0.9971, 3.2090, -1.0381], [-0.8262, 2.5396, -0.5679], [2.0228, 0.9265, -1.3860], [0.4737, 0.9999, -2.3026], [0.6945, 0.2400, -0.8718]],
  "forces_ev_per_angstrom": [[-3.686, -1.815, -0.867], [-0.758, -0.520, -3.636], [2.070, -1.924, -2.440], [0.084, 1.048, 2.009], [1.088, 0.989, 1.022], [0.720, 1.438, -0.414], [1.366, -1.112, 0.748], [-1.961, 0.875, 1.526], [1.078, 0.997, 2.068], [-1.067, -0.146, 0.326], [-0.681, -0.678, -0.078], [1.007, 0.439, -0.309], [-1.243, 0.048, 1.030], [2.819, -0.310, -1.298], [-0.110, 1.432, -0.206], [0.302, 0.370, -0.534], [-1.029, -1.131, 1.054]],
  "mulliken_charge": [-0.93, 0.61, -0.37, -0.67, 0.38, 0.30, 0.22, 0.25, 0.18, -0.72, -0.48, 0.24, 0.26, 0.23, 0.33, 0.30, -0.14],
  "de_lowest_kcal_mol": 34.7,
  "lumo_energy_ha": 0.0277,
  "charge": 0,
  "e_homo_ha": -0.356
}

No. 4
{
  "formula": "C4H11NO",
  "method": "ωB97M-V/def2-TZVPD",
  "species": ["C", "C", "C", "C", "N", "H", "H", "H", "H", "H", "H", "H", "H", "H", "O", "H", "H"],
  "xyz": [[-0.8075, -0.4339, 1.2965], [0.4286, -0.3607, 0.4103], [1.7470, -0.1169, 1.1016], [0.3633, -0.5668, -0.8999], [-0.7820, -0.8911, -1.6164], [-0.9468, -1.4607, 1.5853], [-0.7308, 0.2450, 2.1456], [-1.6808, 0.0066, 0.7999], [2.5627, -0.5688, 0.5377], [1.9948, 0.9423, 1.2409], [1.7513, -0.5258, 2.1096], [1.2742, -0.4845, -1.4965], [-1.7200, -0.6810, -1.3325], [-0.6663, -1.0568, -2.6034], [-1.1896, 2.2270, -1.3039], [-1.2817, 1.2986, -1.0495], [-0.3163, 2.4276, -0.9252]],
  "forces_ev_per_angstrom": [[0.415, 1.214, -0.835], [-0.157, 0.317, 0.785], [0.096, 0.263, -0.165], [0.031, 0.002, -0.023], [0.281, -0.334, -0.776], [-0.508, -0.326, 0.380], [0.400, -0.383, 0.348], [-0.146, -0.637, -0.182], [0.088, 0.009, 0.060], [-0.166, 0.015, -0.134], [-0.041, -0.288, 0.031], [-0.261, -0.229, 0.056], [0.052, -0.071, 0.304], [-0.138, 0.215, 0.208], [0.513, -0.057, 0.451], [-0.041, 0.193, -0.253], [-0.418, 0.098, -0.255]],
  "mulliken_charge": [-1.31, 0.96, -1.34, -0.62, -0.40, 0.29, 0.36, 0.40, 0.38, 0.26, 0.35, 0.29, 0.23, 0.19, -0.67, 0.30, 0.33],
  "de_lowest_kcal_mol": 26.8,
  "lumo_energy_ha": 0.0316,
  "charge": 0,
  "e_homo_ha": -0.292
}

No. 5
{
  "formula": "C4H11NO",
  "method": "ωB97M-V/def2-TZVPD",
  "species": ["C", "C", "O", "N", "H", "H", "H", "H", "H", "C", "C", "H", "H", "H", "H", "H", "H"],
  "xyz": [[0.7579, -0.8751, -0.9969], [0.6152, -1.4502, 0.3711], [1.5808, -1.7063, 1.0930], [-0.7224, -1.5490, 0.7734], [1.0356, 0.1737, -0.9314], [-0.2543, -0.7092, -1.4538], [-1.0052, -1.6560, 1.6896], [-1.4751, -1.0239, 0.1460], [1.6095, -1.3059, -1.5957], [-1.3120, 1.7529, -0.4165], [-0.4674, 3.0005, -0.5135], [-2.0740, 1.9846, -1.2176], [-0.8855, 0.7733, -0.6728], [-1.5758, 1.5926, 0.5979], [0.5808, 2.7036, -0.2213], [-0.4924, 3.7901, 0.1911], [-0.6147, 3.6020, -1.3560]],
  "forces_ev_per_angstrom": [[0.972, 0.582, -1.569], [-4.783, 0.782, 0.233], [0.360, -0.342, 0.265], [1.353, 1.805, -4.377], [0.517, 0.260, 0.695], [1.128, -1.318, -0.016], [-0.257, -0.526, 2.509], [2.400, -1.596, 1.687], [-1.333, -0.063, 0.448], [-1.044, 0.841, -1.706], [3.170, -1.357, 1.529], [-0.248, -1.023, 1.609], [0.427, 1.002, -0.459], [-1.387, 0.133, 0.866], [-0.301, 0.448, -1.420], [-1.443, 0.321, 1.750], [0.469, 0.051, -2.044]],
  "mulliken_spin": [0.08, -0.03, 0.85, 0.10, 0.00, 0.01, 0.00, 0.00, 0.00, 0.00, 0.00, 0.00, 0.00, 0.00, 0.00, 0.00, 0.00],
  "de_lowest_kcal_mol": 76.1,
  "multiplicity": 2,
  "s2": 0.756,
  "lumo_energy_ha": [-0.1736, -0.3538],
  "charge": 1,
  "e_homo_ha": [-0.530, -0.529]
}

No. 6
{
  "formula": "C4H11NO2",
  "method": "ωB97M-V/def2-TZVPD",
  "species": ["C", "C", "C", "N", "C", "O", "H", "H", "H", "H", "H", "H", "H", "H", "H", "H", "H", "O"],
  "xyz": [[-0.6480, 1.7637, 0.4656], [0.2104, 2.6626, 1.3740], [-0.2208, 0.2848, 0.4212], [0.9421, 0.1774, -0.3357], [1.7497, -1.0393, -0.2842], [-0.9143, -0.7020, 0.6558], [-0.4966, 2.1329, -0.5647], [-1.7261, 1.7944, 0.6105], [-0.2666, 3.6411, 1.4888], [0.3653, 2.1656, 2.3342], [1.2182, 2.8281, 0.9769], [1.5043, 1.0120, -0.2869], [1.4181, -1.7071, 0.5095], [2.8032, -0.7709, -0.1582], [1.6650, -1.5349, -1.2560], [-1.2807, -1.8747, -2.3231], [-1.0333, -2.4386, -0.9946], [-1.1225, -2.7523, -1.9216]],
  "forces_ev_per_angstrom": [[0.332, -0.573, -0.310], [-0.301, -0.471, 0.090], [0.403, 0.739, -1.483], [0.174, -0.389, 1.140], [-0.189, 0.235, -0.795], [-0.232, 0.072, 0.321], [-0.056, -0.056, -0.005], [0.064, 0.109, 0.532], [0.081, -0.005, 0.168], [-0.181, 0.280, 0.188], [-0.165, -0.012, -0.206], [0.033, 0.197, -0.196], [-0.010, 0.033, -0.004], [-0.051, -0.013, 0.162], [0.057, -0.300, 0.252], [0.111, -0.641, -0.135], [0.049, -0.423, -0.258], [-0.118, 1.216, 0.538]],
  "mulliken_spin": [1.18, 1.01, 1.03, -0.48, 0.88, -0.73, -0.35, -0.21, -0.38, -0.16, -0.21, -0.18, -0.02, -0.37, 0.02, -0.04, 0.05, -0.02],
  "de_lowest_kcal_mol": 16.2,
  "multiplicity": 2,
  "s2": 0.751,
  "lumo_energy_ha": [0.1508, 0.1473],
  "charge": -1,
  "e_homo_ha": [0.033, -0.216]
}

- What is the formula in the third record?
  C4H11NO